Entry 1:
Entry from OMol25: a cluster of 2 separate species, C42H37N3O3 in total (wB97M-V/def2-TZVPD).

```
! wB97M-V def2-TZVPD RIJCOSX def2/J DEFGRID3
* xyz 0 1
C -3.8056 -0.4507 2.8978
C -2.4319 0.1887 2.8738
O -1.3716 -0.7360 2.9178
C -0.1810 -0.0637 2.9058
N 0.9535 -0.8147 2.9186
C 2.1985 -0.2962 2.9116
C 3.3208 -1.2670 2.7676
O 2.4887 0.8767 3.0094
O -0.1591 1.1512 2.8883
H -4.6085 0.2878 2.8542
H -3.9296 -1.1274 2.0531
H -3.9399 -1.0389 3.8045
H -2.2742 0.7840 1.9648
H -2.2801 0.8703 3.7217
H 2.9507 -2.2902 2.7199
H 3.8804 -1.0566 1.8578
H 4.0057 -1.1773 3.6089
C -3.8233 -4.3452 11.5528
C -3.8503 -4.8534 10.2686
C -3.8364 -4.0017 9.1855
C -3.7989 -2.6195 9.3659
N -3.7375 -1.7307 8.2177
C -4.9456 -1.0659 7.7619
C -5.3698 0.1100 8.3772
C -6.5226 0.7398 7.9655
C -7.2649 0.2154 6.9257
C -6.8436 -0.9367 6.2898
C -5.6925 -1.5736 6.7006
C -2.4631 -1.2198 7.7628
C -2.0172 -1.4647 6.4588
C -0.8427 -0.9240 6.0093
C -0.0614 -0.0681 6.8232
C 1.1590 0.4655 6.3312
C 1.9295 1.5401 6.8587
C 3.3059 1.6492 6.5397
C 4.0663 2.6858 7.0117
C 3.4887 3.7000 7.7833
N 4.2740 4.7838 8.2899
C 3.6620 6.0910 8.4351
C 3.0523 6.4772 9.6280
C 2.3928 7.6826 9.7171
C 2.3336 8.5271 8.6252
C 2.9553 8.1680 7.4448
C 3.6114 6.9620 7.3481
C 5.5802 4.5315 8.8664
C 6.7450 4.7871 8.1454
C 7.9786 4.6074 8.7301
C 8.0711 4.1721 10.0381
C 6.9245 3.8967 10.7569
C 5.6885 4.0677 10.1766
C 2.1188 3.6328 8.0566
C 1.3603 2.5781 7.6317
C -0.5107 0.1484 8.1452
C -1.6689 -0.4208 8.5963
C -3.7979 -2.1220 10.6683
C -3.8044 -2.9780 11.7475
H -3.8294 -5.0134 12.4000
H -3.8866 -5.9198 10.1174
H -3.8677 -4.3919 8.1834
H -4.7827 0.5160 9.1816
H -6.8531 1.6367 8.4629
H -8.1821 0.6957 6.6231
H -7.4271 -1.3443 5.4807
H -5.3594 -2.4726 6.2131
H -2.6084 -2.1099 5.8310
H -0.5032 -1.1363 5.0117
H 1.5484 0.0088 5.4363
H 3.7513 0.8884 5.9221
H 5.1136 2.7618 6.7749
H 3.1025 5.8153 10.4748
H 1.9209 7.9698 10.6420
H 1.8081 9.4659 8.6950
H 2.9271 8.8359 6.6000
H 4.0999 6.6740 6.4334
H 6.6620 5.1310 7.1292
H 8.8754 4.8196 8.1724
H 9.0368 4.0604 10.5037
H 6.9976 3.5610 11.7779
H 4.7883 3.8570 10.7273
H 1.6681 4.4368 8.6099
H 0.3026 2.5775 7.8273
H 0.1004 0.7166 8.8245
H -1.9869 -0.2630 9.6103
H -3.8091 -1.0579 10.8210
H -3.7968 -2.5814 12.7493
*
```

Computed properties:
E_LUMO: -0.088 Ha
HOMO level: -7.0 eV
frontier orbital gap: 4.6 eV
energy above the lowest of the compared OMol25 structures with the same formula, charge and spin: 27.5 kJ/mol
F_max: 3.23 eV/A

---

Entry 2:
Entry from OMol25: a structure of composition C42H38F2N7O6STl (wB97M-V/def2-TZVPD).

```
! wB97M-V def2-TZVPD RIJCOSX def2/J DEFGRID3
* xyz 2 1
Tl 0.7838 0.3422 1.3279
C 1.1692 4.6616 3.3761
O 2.1308 3.7679 4.0024
C 2.0826 2.6335 3.3294
N 1.3213 2.5689 2.3089
C 0.5779 3.8190 2.2088
C -0.9168 3.5681 2.2881
C -1.4432 2.3791 2.7924
C -2.8158 2.1546 2.7877
C -3.6758 3.1240 2.2958
C -3.1603 4.3237 1.8227
C -1.7909 4.5419 1.8176
C 2.7970 1.4358 3.8096
C 3.8952 1.4077 4.6569
C 4.3755 0.1642 5.0493
C 3.7330 -0.9955 4.6320
C 2.6259 -0.8559 3.8055
N 2.2032 0.3263 3.3988
C 1.6920 -1.9403 3.4536
N 0.5556 -1.7206 2.8948
C -0.2588 -2.9529 3.1739
C 0.8337 -3.9856 3.4798
O 1.9628 -3.1638 3.8649
C -1.3579 -3.3407 2.2186
C -1.3087 -4.4467 1.3828
C -2.4195 -4.7967 0.6237
C -3.5909 -4.0612 0.7083
C -3.6524 -2.9657 1.5605
C -2.5427 -2.6099 2.3044
H 0.4269 4.9357 4.1230
H 1.6950 5.5524 3.0433
H 0.7998 4.2792 1.2427
H -0.8043 1.6465 3.2835
H -3.2145 1.2307 3.1883
H -4.7433 2.9492 2.2968
H -3.8279 5.0904 1.4521
H -1.3916 5.4713 1.4274
H 4.3554 2.3246 4.9980
H 5.2343 0.0998 5.7034
H 4.0626 -1.9739 4.9524
H -0.7819 -2.7260 4.1096
H 0.5908 -4.6320 4.3167
H 1.1246 -4.5906 2.6211
H -0.4258 -5.0709 1.3261
H -2.3753 -5.6746 -0.0095
H -4.4608 -4.3537 0.1336
H -4.5763 -2.4112 1.6669
H -2.5971 -1.7755 2.9970
F 5.7249 -1.4094 -0.2774
C 4.6624 -0.6649 -0.5660
C 3.6452 -0.5530 0.3723
C 2.5644 0.2493 0.0750
C 2.4422 0.9614 -1.1193
C 3.4728 0.7560 -2.0462
F 3.4210 1.3125 -3.2608
C 4.5751 -0.0363 -1.7883
C 1.2819 1.8655 -1.3694
C 1.2848 2.8293 -2.3757
C 0.1589 3.6082 -2.5824
C -0.9563 3.4266 -1.7825
C -0.8754 2.4913 -0.7705
N 0.2122 1.7489 -0.5653
H 3.7342 -1.1029 1.3013
H 5.3443 -0.1540 -2.5392
H 2.1497 2.9755 -2.9989
H 0.1576 4.3498 -3.3701
H -1.8642 3.9939 -1.9302
H -1.7043 2.3262 -0.0937
C -2.4797 0.4241 -7.1996
C -1.1609 0.5213 -6.4472
S -1.3780 0.0460 -4.7221
O -0.3875 0.6926 -3.8821
O -2.7596 0.2126 -4.3387
C -1.0291 -1.7350 -4.6881
C -1.6118 -2.3663 -3.4258
N -0.8497 -2.0434 -2.2182
C -1.2020 -1.2013 -1.2252
N -0.2867 -1.2145 -0.2567
C 0.6718 -2.1043 -0.6190
C 0.3376 -2.6368 -1.8230
N 1.1260 -3.5741 -2.5610
O 2.1434 -3.9538 -2.0136
O 0.7169 -3.9575 -3.6438
C -2.3883 -0.3184 -1.2162
H -2.3129 0.5887 -8.2626
H -3.1830 1.1688 -6.8350
H -2.9365 -0.5572 -7.0724
H -0.7583 1.5331 -6.4216
H -0.3996 -0.1520 -6.8445
H 0.0484 -1.8648 -4.7522
H -1.4972 -2.1855 -5.5645
H -1.6115 -3.4451 -3.5440
H -2.6345 -2.0187 -3.2911
H 1.5359 -2.3423 -0.0234
H -3.2543 -0.7761 -1.6872
H -2.1641 0.5789 -1.7926
H -2.6226 -0.0468 -0.1887
*
```

Computed properties:
E_LUMO: -0.240 Ha
HOMO level: -13.5 eV
frontier orbital gap: 7.0 eV
energy above the lowest of the compared OMol25 structures with the same formula, charge and spin: 38.0 kJ/mol
F_max: 0.64 eV/A

---

Entry 3:
Entry from OMol25: a structure of composition C42H39BF2N6O4RuS2 (wB97M-V/def2-TZVPD).

```
! wB97M-V def2-TZVPD RIJCOSX def2/J DEFGRID3
* xyz -1 6
Ru -0.8364 -0.2910 0.6029
C -4.4729 -0.5717 2.0342
C -3.1836 -0.2187 2.7146
N -2.3488 -1.1764 2.9825
N -1.2094 -0.7850 3.6574
C -0.0527 -1.2329 3.5733
S 1.7333 0.2437 0.9108
S 1.2936 -0.6506 4.4665
C 0.3808 0.3498 5.6780
C -0.5813 -0.4571 6.5180
C -1.9618 -0.3675 6.3405
C -2.8321 -1.1337 7.0795
C -2.3390 -2.0339 7.9980
C -0.9741 -2.1545 8.1927
C -0.0908 -1.3919 7.4403
C -2.9754 1.1765 3.0851
C -3.9105 1.6991 3.9800
C -3.7371 2.9342 4.5703
C -2.5942 3.6482 4.2202
C -1.6509 3.1668 3.3437
C -1.8227 1.9198 2.6837
O -0.9805 1.5241 1.7894
H -4.5274 -1.6392 1.8337
H -5.3205 -0.2651 2.6609
H -4.4679 -0.0664 1.0839
H 1.1379 0.8264 6.2908
H -0.1412 1.1448 5.1518
H -2.3477 0.3161 5.5999
H -3.8991 -1.0437 6.9431
H -3.0244 -2.5919 8.5983
H -0.5719 -2.8553 8.9141
H 0.9789 -1.5025 7.5529
H -4.7706 1.0962 4.2281
H -4.4542 3.3623 5.2571
H -2.4552 4.6405 4.6571
H -0.7579 3.7247 3.0917
F -4.2616 -4.6105 -1.0335
C -3.9990 -3.2804 -1.1366
C -3.0370 -2.7148 -0.3492
C -2.6645 -1.3800 -0.5701
C -3.3005 -0.6114 -1.5717
C -4.3238 -1.2444 -2.2806
F -5.0288 -0.6174 -3.2141
C -4.6677 -2.5543 -2.0875
C -2.7968 0.7777 -1.8481
C -3.3597 1.7117 -2.7309
C -2.7871 2.9638 -2.8283
C -1.6557 3.2949 -2.0816
C -1.1769 2.2939 -1.2295
N -1.7001 1.1001 -1.0989
H -2.5531 -3.2863 0.4213
H -5.4264 -3.0020 -2.7022
H -4.2275 1.4568 -3.3326
H -3.2119 3.6803 -3.5101
H -1.1852 4.2624 -2.1943
H -0.2919 2.4591 -0.6251
C 4.2020 3.3760 -6.2025
C 5.3140 2.7245 -5.3455
C 6.3367 2.0588 -6.2528
C 6.0263 3.8331 -4.5641
C 4.6550 1.6965 -4.4053
C 4.8856 0.3313 -4.4831
C 4.2770 -0.5787 -3.5993
C 3.4544 -0.0767 -2.6258
O 2.8723 -0.6883 -1.5416
B 2.2789 0.3475 -0.7726
O 2.4220 1.5846 -1.4935
C 3.2043 1.2930 -2.5627
C 3.7564 2.1801 -3.4591
H 4.5861 4.0758 -6.9284
H 3.4850 3.9249 -5.5620
H 3.6274 2.6172 -6.7209
H 6.8264 2.8140 -6.8722
H 5.8704 1.3144 -6.8948
H 7.1183 1.5827 -5.6543
H 6.3665 4.6073 -5.2620
H 6.8670 3.4219 -3.9923
H 5.3592 4.3222 -3.8466
H 5.5827 -0.0737 -5.2011
H 4.4989 -1.6330 -3.6521
H 3.5236 3.2370 -3.3810
C 0.6963 -3.4142 -3.6760
N 0.7463 -3.5475 -2.2058
C 1.3973 -4.5792 -1.5918
C 1.4657 -4.6433 -0.2458
C 0.8510 -3.6211 0.4941
N 0.2111 -2.6151 -0.0805
C 0.2580 -2.5057 -1.4525
O -0.1265 -1.5118 -2.0323
N 0.8048 -3.6841 1.8353
H 0.9758 -4.3746 -4.1169
H 1.3863 -2.6437 -4.0228
H -0.3150 -3.1682 -3.9706
H 1.8236 -5.3294 -2.2553
H 1.9912 -5.4635 0.2189
H 1.3938 -4.3669 2.2894
H 0.4671 -2.8674 2.3666
*
```

Computed properties:
E_LUMO (spin up / spin down): 0.087 / 0.059 Ha
⟨S²⟩: 8.76
HOMO level (spin up / spin down): -3.7 / -4.3 eV
frontier orbital gap (spin up / spin down): 6.1 / 5.9 eV
energy above the lowest of the compared OMol25 structures with the same formula, charge and spin: 93.2 kJ/mol
F_max: 1.92 eV/A

---

Entry 4:
Entry from OMol25: a structure of composition C42H39BF3GaN8S (wB97M-V/def2-TZVPD).

```
! wB97M-V def2-TZVPD RIJCOSX def2/J DEFGRID3
* xyz 0 1
Ga 0.1951 0.0416 0.2474
C -3.1521 3.6308 -1.9731
C -2.8302 2.3782 -1.2276
C -3.7114 1.4139 -0.7811
C -2.9320 0.4508 -0.1394
N -1.6446 0.8239 -0.2040
N -1.5899 2.0087 -0.8837
B -0.2781 2.7469 -1.3270
N 0.6014 2.9538 -0.0685
N 0.4834 2.0297 0.9330
C 0.7828 2.6581 2.0835
C 1.1998 3.9599 1.7928
C 1.0394 4.1197 0.4333
C 1.2448 5.3491 -0.3868
C 0.3613 2.2445 3.4345
C -0.9287 1.7404 3.6033
C -1.4203 1.4794 4.8706
C -0.6359 1.7470 5.9849
C 0.6343 2.2800 5.8239
C 1.1322 2.5316 4.5537
N 0.3743 1.9022 -2.4238
N 0.0534 0.5894 -2.4792
C 0.4835 0.1438 -3.6457
C 1.1203 1.1833 -4.3586
C 1.0250 2.2922 -3.5463
C 1.5146 3.6857 -3.7731
C 0.1663 -1.2090 -4.1313
C 0.9855 -1.8429 -5.0621
C 0.6426 -3.0873 -5.5669
C -0.5243 -3.7138 -5.1460
C -1.3467 -3.0866 -4.2209
C -1.0044 -1.8396 -3.7194
C -3.4542 -0.7347 0.5660
C -2.8190 -1.2779 1.6759
C -3.3645 -2.3597 2.3486
C -4.5660 -2.9065 1.9260
C -5.2150 -2.3681 0.8217
C -4.6630 -1.2920 0.1467
H -4.2306 3.6950 -2.1028
H -2.6825 3.6370 -2.9575
H -2.8126 4.5137 -1.4313
H -4.7833 1.4269 -0.8834
H -0.5540 3.8230 -1.7721
H 1.5050 4.7120 2.5013
H 1.5692 6.1629 0.2582
H 0.3237 5.6462 -0.8879
H 2.0043 5.1918 -1.1528
H -1.5480 1.5783 2.7274
H -2.4170 1.0727 4.9870
H -1.0141 1.5398 6.9782
H 1.2497 2.4847 6.6911
H 2.1302 2.9368 4.4305
H 1.5461 1.1399 -5.3487
H 1.9123 3.7706 -4.7820
H 2.3114 3.9411 -3.0716
H 0.7117 4.4146 -3.6484
H 1.9068 -1.3675 -5.3762
H 1.2838 -3.5714 -6.2929
H -0.7893 -4.6886 -5.5375
H -2.2570 -3.5723 -3.8897
H -1.6487 -1.3323 -3.0104
H -1.9026 -0.8473 2.0450
H -2.8487 -2.7662 3.2105
H -4.9990 -3.7467 2.4545
H -6.1550 -2.7857 0.4850
H -5.1651 -0.8923 -0.7255
F 1.9732 -3.1421 5.9885
C 1.3914 -2.5117 4.9427
F 1.2054 -1.2433 5.3245
F 0.1736 -3.0720 4.7924
C 2.2328 -2.6261 3.7047
C 3.3000 -3.5057 3.7233
C 4.1087 -3.6380 2.6078
C 3.8292 -2.8258 1.5260
N 2.7993 -1.9873 1.4899
C 1.9703 -1.9002 2.5190
S 0.5096 -0.9062 2.4146
H 3.5042 -4.0752 4.6191
H 4.9325 -4.3381 2.5907
H 4.4449 -2.8380 0.6320
C -0.6068 -3.1065 -0.4302
C 0.6827 -2.5832 -0.9691
C 1.6768 -3.2259 -1.6633
C 2.7088 -2.2755 -1.9106
C 2.3090 -1.0899 -1.3537
C 3.0422 0.1981 -1.1762
N 1.0750 -1.2767 -0.7791
H -0.8267 -4.0846 -0.8569
H -1.4418 -2.4400 -0.6715
H -0.5709 -3.2113 0.6577
H 1.6460 -4.2560 -1.9879
H 3.6348 -2.4455 -2.4416
H 3.6941 0.4091 -2.0232
H 3.6504 0.1725 -0.2663
H 2.3449 1.0422 -1.0824
*
```

Computed properties:
E_LUMO: 0.015 Ha
HOMO level: -6.8 eV
frontier orbital gap: 7.2 eV
energy above the lowest of the compared OMol25 structures with the same formula, charge and spin: 168.8 kJ/mol
F_max: 1.14 eV/A

---

Entry 5:
Entry from OMol25: a cluster of 7 separate species, C42H39BIO12 in total (wB97M-V/def2-TZVPD).

```
! wB97M-V def2-TZVPD RIJCOSX def2/J DEFGRID3
* xyz -1 1
C 2.7307 1.8882 -0.3031
C 2.1630 3.2641 -0.6825
C 1.5642 4.0192 0.5039
B 0.2572 3.3159 1.2127
C -1.0256 3.1781 0.1901
C -2.0619 2.1370 0.6166
C -1.6083 0.6982 0.3704
I -1.4993 -0.5134 2.1398
H 3.6254 1.6315 -0.8793
H 2.9891 1.8721 0.7566
H 2.0062 1.0851 -0.4542
H 1.3813 3.1241 -1.4343
H 2.9536 3.8530 -1.1690
H 2.3416 4.1603 1.2619
H 1.2760 5.0269 0.1654
H 0.5414 2.1919 1.6699
H -0.0926 4.0328 2.1823
H -0.6873 2.9045 -0.8231
H -1.5468 4.1366 0.0774
H -3.0075 2.2724 0.0723
H -2.2848 2.2684 1.6774
H -0.6079 0.6591 -0.0544
H -2.2855 0.1389 -0.2652
C -7.0579 1.1647 -1.2069
C -5.9432 0.9721 -1.9046
C -4.9319 -0.0372 -1.4835
O -3.9369 -0.2279 -2.1469
C -5.2053 -0.8030 -0.2428
C -6.3195 -0.6040 0.4522
C -7.3353 0.3817 0.0238
O -8.3726 0.5329 0.6400
H -7.8131 1.8859 -1.4929
H -5.7121 1.5240 -2.8068
H -4.4555 -1.5274 0.0499
H -6.5482 -1.1556 1.3546
C 2.6389 -2.0302 -1.8803
C 1.6954 -2.6807 -1.2056
C 1.9804 -3.9783 -0.5425
O 1.1335 -4.5914 0.0689
C 3.3677 -4.5104 -0.6563
C 4.3098 -3.8557 -1.3277
C 4.0172 -2.5599 -1.9909
O 4.8832 -1.9623 -2.6014
H 2.4242 -1.0824 -2.3568
H 0.6938 -2.2819 -1.1020
H 3.5582 -5.4615 -0.1757
H 5.3192 -4.2339 -1.4294
C 2.7695 3.5046 -5.0700
C 1.8514 2.7989 -4.4167
C 2.1898 1.4902 -3.8018
O 1.3487 0.8286 -3.2317
C 3.5916 1.0168 -3.9154
C 4.5071 1.7190 -4.5761
C 4.1667 3.0175 -5.2101
O 4.9957 3.6595 -5.8213
H 2.5546 4.4619 -5.5276
H 0.8287 3.1308 -4.2918
H 3.8345 0.0717 -3.4476
H 5.5329 1.3888 -4.6786
C -8.9775 -4.8846 -1.3344
C -10.1541 -5.4928 -1.2206
C -11.3089 -4.8248 -0.5637
O -12.3799 -5.3833 -0.4625
C -11.1003 -3.4514 -0.0376
C -9.9249 -2.8400 -0.1501
C -8.7726 -3.5097 -0.8098
O -7.7055 -2.9462 -0.9111
H -8.1193 -5.3458 -1.8064
H -10.3351 -6.4930 -1.5933
H -11.9570 -2.9901 0.4369
H -9.7406 -1.8394 0.2245
C 5.8673 -6.5220 2.1160
C 6.4772 -6.0894 3.2150
C 7.7274 -5.2884 3.1390
O 8.2934 -4.9095 4.1398
C 8.2599 -4.9747 1.7865
C 7.6496 -5.4072 0.6877
C 6.4084 -6.2194 0.7663
O 5.8519 -6.6143 -0.2365
H 4.9558 -7.1058 2.1425
H 6.1044 -6.2928 4.2107
H 9.1642 -4.3804 1.7594
H 8.0158 -5.1939 -0.3087
C 2.6753 7.2062 5.3075
C 3.4916 6.7690 4.3550
C 3.2292 5.4835 3.6519
O 3.9756 5.0696 2.7945
C 1.9959 4.7343 4.0171
C 1.1803 5.1825 4.9683
C 1.4596 6.4400 5.6957
O 0.7279 6.8534 6.5738
H 2.8430 8.1312 5.8454
H 4.3821 7.3054 4.0510
H 1.7895 3.8445 3.4334
H 0.2669 4.6684 5.2377
*
```

Computed properties:
E_LUMO: -0.016 Ha
HOMO level: -5.2 eV
frontier orbital gap: 4.8 eV
F_max: 0.41 eV/A

---

- Among the records above, which one has the lowest F_max?
  C42H39BIO12